ORCA calculation (wB97M-V/def2-TZVPD) on 16 unconnected molecules or ions with the total composition C52H146N10O22.

The relative energy (zero: lowest compared OMol25 entry of this formula, charge and spin) comes out at 326.0 kJ/mol. Its HOMO energy is -8.752 eV. The value obtained for the total energy is -116225.6054 eV.

```
! wB97M-V def2-TZVPD RIJCOSX def2/J DEFGRID3
* xyz 0 1
C 0.33527 3.69943 -1.44112
C 0.82622 3.23819 -2.84173
C 1.87339 4.26192 -3.42000
O 1.35832 5.54180 -3.54275
C 2.33858 6.56765 -3.86880
N 1.34953 1.87307 -2.72686
H -0.36796 2.99705 -0.99363
H -0.21654 4.63484 -1.53390
H 1.12620 3.91713 -0.72340
H 0.05671 3.06610 -3.59428
H 2.19310 3.87909 -4.38919
H 2.75841 4.27360 -2.78385
H 2.42277 6.48352 -4.95228
H 3.26872 6.35035 -3.34370
H 2.04334 7.60832 -3.73492
H 2.13365 1.92526 -2.09241
H 0.75649 1.33436 -2.11188
C 1.91779 -1.28695 5.82103
C 1.93634 -0.18130 6.91629
C 3.09888 -0.43482 7.88870
O 2.95528 -1.56839 8.76213
C 1.95471 -1.63234 9.66638
N 2.04579 1.20698 6.49470
H 1.73941 -2.28892 6.21134
H 2.75678 -1.19103 5.13183
H 0.94533 -1.15721 5.34606
H 0.94916 -0.21551 7.37716
H 3.24140 0.43256 8.53325
H 4.08968 -0.59319 7.46284
H 1.77624 -2.61125 10.11135
H 1.07905 -1.51117 9.02869
H 1.87720 -0.78636 10.34933
H 1.52989 1.32434 5.63437
H 1.51496 1.65979 7.22497
C 4.54865 0.47200 3.39737
C 5.62010 1.55060 3.48858
C 6.35770 1.75144 4.88463
O 7.53901 2.56737 4.81739
C 8.19307 2.73219 6.09276
N 6.62176 1.25345 2.44374
H 3.69295 0.84397 3.96086
H 5.00224 -0.44499 3.77350
H 4.13117 0.30511 2.40441
H 5.15791 2.51162 3.26292
H 6.72892 0.76718 5.17018
H 5.72340 2.11706 5.69214
H 9.03472 3.38546 5.86261
H 8.73721 1.89482 6.52960
H 7.50286 3.28885 6.72667
H 7.09494 2.04173 2.02564
H 7.34056 0.76593 2.95925
C -7.15977 3.69168 -8.09846
C -6.91080 3.29994 -6.56901
C -5.98260 2.09118 -6.40438
O -5.60714 1.93583 -5.01146
C -4.95098 0.69550 -4.65221
N -6.43927 4.49786 -5.94749
H -6.22621 3.95347 -8.59648
H -7.80829 4.56773 -8.09056
H -7.50535 2.81017 -8.63847
H -7.90391 3.03413 -6.20685
H -5.13185 2.26666 -7.06281
H -6.26163 1.11973 -6.81245
H -4.58749 0.73061 -3.62520
H -4.06721 0.68231 -5.29008
H -5.57101 -0.19255 -4.77479
H -6.54484 4.30191 -4.96232
H -5.46652 4.59323 -6.20197
C 7.56461 -0.68142 -0.65747
C 6.08626 -1.07121 -0.75265
C 5.84051 -2.45757 -0.04578
O 4.42152 -2.74966 -0.06424
C 4.20327 -3.98120 0.65310
N 5.24757 -0.07956 -0.09255
H 8.03200 -0.73878 0.32557
H 7.67542 0.30446 -1.10899
H 8.22029 -1.28605 -1.28405
H 5.77651 -1.25898 -1.78071
H 6.12290 -2.60368 0.99682
H 6.39553 -3.23527 -0.57042
H 4.77749 -4.80499 0.22914
H 3.16001 -4.26464 0.51388
H 4.43414 -3.92209 1.71673
H 4.39369 -0.52318 0.21436
H 5.76489 0.17856 0.73561
C -4.44445 1.72476 0.04787
C -4.60255 1.22919 1.54410
C -6.03176 1.21675 2.11834
O -6.04744 0.66094 3.42613
C -7.38311 0.44830 3.92143
N -4.05978 -0.08829 1.67229
H -4.80583 2.75035 -0.02740
H -4.77826 1.02706 -0.72017
H -3.36828 1.84594 -0.07578
H -4.04509 1.97689 2.10827
H -6.66572 0.60809 1.47356
H -6.34384 2.26030 2.07706
H -7.87775 1.41822 3.97315
H -7.31251 -0.01448 4.90579
H -7.97143 -0.16064 3.23502
H -4.44465 -0.33420 2.57313
H -4.60310 -0.58592 0.98145
C -2.51875 -0.70863 4.97169
C -3.37564 0.03973 6.01729
C -2.64030 0.50200 7.30381
O -1.86918 -0.51349 8.02075
C -1.53267 -0.17753 9.37220
N -3.95175 1.18999 5.31579
H -3.07270 -1.14434 4.14019
H -2.00728 -1.52757 5.47748
H -1.69862 -0.04434 4.69927
H -4.05768 -0.71227 6.41404
H -3.31561 0.97291 8.01817
H -1.92274 1.25314 6.97368
H -0.69946 -0.73411 9.80125
H -2.34954 -0.38250 10.06416
H -1.30634 0.88860 9.38749
H -4.49764 1.66156 6.02270
H -4.64084 0.91388 4.63094
C 1.62692 -3.76631 -2.28082
C 0.69137 -4.53940 -3.16125
C 0.44525 -3.82960 -4.52654
O -0.35773 -4.71788 -5.38191
C -0.42040 -4.17417 -6.70849
N 1.17492 -5.86102 -3.32400
H 2.68819 -3.96371 -2.43194
H 1.40295 -4.08979 -1.26431
H 1.46153 -2.69461 -2.39134
H -0.24580 -4.59522 -2.60746
H 1.41518 -3.67830 -5.00029
H 0.02323 -2.83009 -4.42177
H -0.82065 -4.93714 -7.37616
H 0.57487 -3.80507 -6.95605
H -1.12330 -3.34141 -6.73175
H 0.92196 -6.16369 -4.25379
H 2.17618 -5.99355 -3.32727
C 1.28300 -0.26624 1.20915
C -0.20392 -0.07875 1.10987
C -0.83371 -0.56158 -0.24052
O -0.40926 0.35875 -1.29641
C -1.22020 0.22290 -2.40082
N -0.77318 -0.84666 2.17748
H 1.61334 -0.04884 2.22488
H 1.81033 0.42289 0.54950
H 1.61835 -1.27069 0.95086
H -0.40309 0.98154 1.26548
H -1.90038 -0.50692 -0.02299
H -0.53464 -1.57870 -0.49377
H -1.08131 0.93639 -3.21307
H -2.23224 0.43564 -2.05640
H -1.26798 -0.79715 -2.78201
H -0.31671 -0.34069 2.92297
H -1.74346 -0.57895 2.26106
C -2.85638 -3.10172 -3.50566
C -3.54128 -4.26775 -4.19194
C -3.99460 -4.03644 -5.67829
O -4.46720 -2.68421 -5.89019
C -4.95606 -2.46848 -7.21859
N -2.77687 -5.47260 -4.06441
H -2.45136 -3.44509 -2.55374
H -3.55340 -2.27619 -3.36162
H -2.06100 -2.65977 -4.10579
H -4.42241 -4.49243 -3.59091
H -4.78743 -4.77389 -5.80349
H -3.15473 -4.28485 -6.32713
H -4.18583 -2.59246 -7.97982
H -5.25495 -1.44971 -7.46530
H -5.75052 -3.17648 -7.45456
H -1.85999 -5.40907 -4.48322
H -2.54044 -5.55433 -3.08588
C 5.66591 3.31040 -1.29607
C 4.41978 3.23435 -0.42493
O 3.65137 2.03778 -0.63380
O 5.12596 3.37384 -2.60013
H 6.22792 2.37746 -1.25278
H 6.33906 4.15582 -1.15389
H 3.83127 4.14409 -0.54374
H 4.92000 3.25947 0.54319
H 4.20789 1.30488 -0.36041
H 4.63014 2.55618 -2.68505
C -2.52812 3.75275 -4.80143
C -2.76241 4.82153 -5.89074
O -3.66074 4.42916 -6.85946
O -3.68748 3.47642 -4.08068
H -1.92373 4.14837 -3.98516
H -2.04921 2.86260 -5.20934
H -1.80300 5.01353 -6.37112
H -3.08121 5.79781 -5.52555
H -3.57928 5.01220 -7.61777
H -4.32968 3.19489 -4.73637
C -3.80238 -4.75577 0.06730
C -3.09064 -3.45815 0.56094
O -1.89084 -3.75816 1.24769
O -4.67638 -4.46723 -1.01014
H -4.40014 -5.08632 0.91672
H -3.04509 -5.52891 -0.06258
H -3.75071 -2.83288 1.16213
H -2.90942 -2.85338 -0.32760
H -1.38184 -2.95726 1.39290
H -4.79771 -5.34744 -1.37360
C 1.77271 -4.03576 3.39279
C 0.43247 -4.16383 4.14905
O 0.53494 -4.68249 5.49070
O 2.32761 -5.23083 2.94815
H 2.60204 -3.49328 3.84669
H 1.46763 -3.44158 2.53142
H -0.21577 -4.81360 3.56111
H -0.22582 -3.29888 4.23043
H 0.87328 -5.58089 5.49392
H 1.65991 -5.80573 2.56701
C 2.15004 -0.73103 -5.52320
C 3.15288 0.49764 -5.55257
O 3.53932 0.99857 -4.23475
O 0.92146 -0.25398 -5.08473
H 2.56907 -1.41516 -4.78531
H 1.98340 -1.24048 -6.47230
H 2.63552 1.32986 -6.02992
H 4.06604 0.29447 -6.11200
H 2.69845 1.27311 -3.86171
H 1.01305 0.09932 -4.19682
C 1.84567 3.80933 3.96653
C 1.22462 2.68554 3.14553
O 0.43057 1.92586 4.00660
O 1.04679 4.97690 4.35961
H 2.77114 4.11733 3.47996
H 2.21505 3.39425 4.90428
H 2.00598 2.14992 2.60639
H 0.50794 3.16328 2.47752
H -0.38980 2.40093 4.15788
H 1.64947 5.51060 4.88263
*
```


ORCA calculation (wB97M-V/def2-TZVPD) on a molecular structure, C23H38F4GeN5PdSSi3.

As for the expectation value of S²: 8.798. The relative energy (zero: lowest compared OMol25 entry of this formula, charge and spin) comes out at 92.7 kJ/mol. Its HOMO energy (alpha / beta) is -11.198 / -13.735 eV. The value obtained for the total energy is -137233.9917 eV.

```
! wB97M-V def2-TZVPD RIJCOSX def2/J DEFGRID3
* xyz 2 6
Pd 0.06645 -1.24131 -0.54728
F 4.65754 -1.94028 4.06694
C 3.35375 -1.59393 3.79305
F 2.47396 -2.28290 4.60825
F 3.22117 -0.23121 4.11970
C 3.13776 -1.81741 2.27464
C 4.19725 -2.26109 1.50650
C 4.05771 -2.46352 0.13623
C 2.90907 -2.04624 -0.48425
N 1.88248 -1.54420 0.21056
C 1.90041 -1.47321 1.58220
S 0.50072 -0.79961 2.26153
H 5.13268 -2.50443 1.99930
H 4.81627 -2.92273 -0.46433
H 2.74273 -2.15079 -1.56888
N -5.99611 -2.20069 0.10714
C -4.67598 -2.00222 0.11341
N -4.01640 -2.44815 1.17622
N -4.17390 -1.42258 -0.96613
C -2.89407 -1.32705 -1.11246
N -1.75850 -1.18119 -1.41251
H -6.48693 -2.57497 0.91814
H -6.47463 -1.99417 -0.77857
H -4.51677 -2.93592 1.89109
H -2.99319 -2.55202 1.13161
C -3.17074 1.91747 -2.01532
Si -1.28562 1.83843 -2.37003
C -0.88409 0.57650 -3.77909
C -0.51951 3.51218 -2.76646
Ge 0.09274 1.37140 -0.11417
Si -1.19974 2.47305 1.64170
C 0.15560 2.98307 2.85466
C -2.47769 1.22384 2.37216
C -1.91155 4.05853 0.80860
Si 2.25064 2.49459 -0.19317
C 3.03971 1.91453 -1.87439
C 1.87897 4.39573 -0.32303
C 3.28985 2.27916 1.41041
H -3.36724 2.20470 -0.98729
H -3.61232 0.90465 -2.27181
H -3.62184 2.67099 -2.70661
H -0.53746 1.09981 -4.70150
H -1.85386 0.09524 -4.02921
H -0.20607 -0.24999 -3.51661
H -0.55838 3.68387 -3.84766
H 0.54903 3.60480 -2.44820
H -1.09206 4.33835 -2.28232
H 0.90149 2.19864 2.95309
H -0.29959 3.14091 3.84774
H 0.64681 3.92759 2.53496
H -2.02258 0.26157 2.68985
H -3.23773 1.02042 1.58033
H -3.00267 1.69743 3.21270
H -1.28034 4.43445 0.00117
H -1.95087 4.89450 1.51914
H -2.96187 3.97362 0.40969
H 2.40724 2.12770 -2.72465
H 3.21948 0.84695 -1.86090
H 3.98797 2.41218 -2.11373
H 2.62581 4.80724 -1.05631
H 2.04437 4.89616 0.62235
H 0.89424 4.62656 -0.72680
H 2.99302 1.30909 1.81104
H 3.11764 3.05049 2.14070
H 4.35582 2.27544 1.17746
F 0.52364 -7.34583 -0.96455
C 0.34647 -5.98306 -0.87506
C 0.39736 -5.22033 -2.04730
C 0.14065 -3.82980 -2.01574
C 0.01722 -3.23819 -0.80125
C -0.14325 -4.00719 0.34566
C 0.02278 -5.38354 0.31956
H 0.61965 -5.65870 -3.03378
H 0.06407 -3.25634 -2.91957
H -0.45463 -3.53112 1.26464
H 0.00598 -5.92594 1.28679
*
```


ORCA calculation (wB97M-V/def2-TZVPD) on a molecular structure, C39H52CrN7O2PS5Si.

As for the expectation value of S²: 3.818. The relative energy (zero: lowest compared OMol25 entry of this formula, charge and spin) comes out at 133.6 kJ/mol. Its HOMO energy (alpha / beta) is -9.864 / -9.214 eV. The value obtained for the total energy is -155568.1144 eV.

```
! wB97M-V def2-TZVPD RIJCOSX def2/J DEFGRID3
* xyz 1 4
Cr -0.25061 0.34380 0.40839
N 1.40305 0.91665 1.66518
N 1.06393 2.01375 2.47259
C -0.01296 2.76664 2.17663
N -0.25343 3.79967 2.97661
N -0.73836 2.34299 1.13619
N -1.76450 3.16724 0.68877
O -1.78612 4.35759 0.98926
O -2.56679 2.63862 -0.03143
H 1.52008 0.11097 2.27967
H 2.27762 1.11334 1.18612
H 1.58585 2.17022 3.31970
H 0.35786 3.99889 3.74880
H -0.97756 4.45045 2.71963
C 0.18363 -0.98349 -3.17096
C 0.25458 -2.28193 -2.36085
C -1.15691 -2.82185 -2.08999
C 0.96226 -3.35288 -3.19757
P 0.97648 -1.83957 -0.68237
C 0.87107 -3.41147 0.24981
C 1.52784 -4.58974 -0.12419
C 1.38975 -5.74575 0.62544
C 0.58793 -5.75535 1.76170
C -0.07144 -4.60038 2.14387
C 0.07840 -3.44405 1.38975
C 2.84497 -1.52015 -0.78636
C 3.37413 -1.73253 0.64042
C 3.06295 -0.06231 -1.19181
C 3.71067 -2.36421 -1.72745
H -0.43808 -1.13524 -4.05800
H 1.17322 -0.67170 -3.51118
H -0.25385 -0.16389 -2.59315
H -1.61164 -3.09489 -3.04611
H -1.79382 -2.09186 -1.60324
H -1.12509 -3.71902 -1.46920
H 0.42326 -3.44414 -4.14473
H 0.92337 -4.33012 -2.71786
H 1.99312 -3.11769 -3.43688
H 2.15051 -4.61923 -1.00459
H 1.90751 -6.64588 0.32011
H 0.47936 -6.66287 2.34123
H -0.70341 -4.58633 3.02300
H -0.43756 -2.54527 1.69341
H 2.76431 -1.23149 1.39411
H 4.38923 -1.33346 0.70667
H 3.40323 -2.78742 0.91156
H 2.36090 0.61972 -0.71597
H 2.95015 0.08166 -2.26617
H 4.07999 0.24743 -0.93378
H 3.59226 -3.43658 -1.59672
H 4.75846 -2.13025 -1.51673
H 3.53688 -2.11295 -2.77156
C -4.37651 -0.18497 -1.55110
C -3.04425 -0.07185 -0.98858
N -2.00604 -0.00495 -0.51187
H -4.63713 -1.23962 -1.63974
H -4.39052 0.29123 -2.53052
H -5.09126 0.30848 -0.89362
N 0.72511 2.44202 -1.32802
C 1.79106 2.64308 -2.24433
C 2.97249 3.23633 -1.81542
C 4.03999 3.37658 -2.69095
C 3.94049 2.92276 -3.99799
C 2.75549 2.33740 -4.42603
C 1.68346 2.19943 -3.55846
H -0.15303 2.34266 -1.83827
H 0.61479 3.23987 -0.71434
H 3.05781 3.58556 -0.79103
H 4.95541 3.84092 -2.34722
H 4.77385 3.03026 -4.67881
H 2.66140 1.99042 -5.44727
H 0.75443 1.75607 -3.89705
C 1.51386 -1.11414 6.22077
C 1.86026 -1.59323 4.96668
C 1.00466 -1.39146 3.88867
C -0.20925 -0.70690 4.01835
C -0.53026 -0.23754 5.29870
C 0.31055 -0.43972 6.38423
Si -1.37270 -0.30620 2.55049
C -2.84650 -1.50592 2.56055
C -3.09732 -2.43855 1.55072
C -4.21770 -3.25917 1.57721
C -5.12638 -3.15900 2.62067
C -4.90735 -2.23289 3.63100
C -3.78451 -1.41868 3.59402
H 2.17088 -1.27133 7.06635
H 2.78627 -2.13800 4.82786
H 1.28148 -1.82637 2.93199
H -1.45786 0.30425 5.44947
H 0.02699 -0.07026 7.36198
H -2.02211 0.93412 3.10156
H -2.41079 -2.53249 0.71647
H -4.37811 -3.98122 0.78523
H -6.00145 -3.79574 2.64556
H -5.61394 -2.14246 4.44634
H -3.63970 -0.69514 4.38940
C 0.25416 6.67006 -3.10486
S -0.37317 5.03286 -3.52842
C -2.02442 5.14956 -3.07852
C -2.81527 3.98830 -2.99801
S -2.27624 2.43411 -3.22117
S -4.48954 4.30056 -2.60432
C -4.40693 6.02566 -2.45460
S -5.64085 6.99496 -2.06157
S -2.80161 6.65003 -2.78134
H 1.32093 6.62744 -3.31691
H 0.10009 6.87542 -2.04732
H -0.18988 7.45374 -3.71630
*
```